(1)
DFT (ωB97M-V with the def2-TZVPD basis set) results for C5H9NO in the gas phase.

XYZ file:
```
16
Properties=species:S:1:pos:R:3:forces:R:3:mulliken_charge:R:1
C -0.925 -1.783 -0.089 0.035 -0.062 0.075 -1.01
C -0.349 -0.585 0.699 0.054 0.065 0.152 -0.63
C 0.011 0.501 -0.309 0.399 -0.331 -0.099 0.02
O -1.176 0.988 -0.896 -0.186 -0.325 -0.380 -0.55
C 0.884 1.755 -0.022 -0.098 -0.033 0.096 -0.47
C 2.134 1.081 0.339 0.382 -1.047 -0.439 0.27
N 2.732 0.104 0.150 0.603 1.172 0.916 -0.49
H -0.217 -2.107 -0.863 -0.087 0.060 0.217 0.32
H -1.109 -2.628 0.578 0.043 0.080 -0.048 0.35
H -1.870 -1.563 -0.604 0.228 0.100 0.203 0.31
H 0.565 -0.897 1.209 -0.187 -0.030 0.111 0.39
H -1.081 -0.247 1.449 0.195 0.075 -0.055 0.28
H 0.800 -0.066 -0.899 -1.885 0.460 -0.868 0.23
H -1.907 0.723 -0.312 0.333 0.157 -0.457 0.38
H 0.426 2.542 0.586 0.375 -0.414 0.291 0.33
H 1.082 2.182 -1.016 -0.203 0.072 0.285 0.27
```
Forces are in eV/Å.

Summary:
* spin multiplicity: 1
* DFT total energy: -325.85597 Ha
* HOMO energy: -10.60 eV
* ΔE to the lowest compared entry with this formula, charge and spin: 51.2 kcal/mol
* gap between HOMO and LUMO: 0.4179 Eh
* charge: 0
* LUMO: 0.77 eV

(2)
DFT (ωB97M-V with the def2-TZVPD basis set) results for C5H9NO in the gas phase.

XYZ file:
```
16
Properties=species:S:1:pos:R:3:forces:R:3:mulliken_charge:R:1
C -0.626 1.171 -0.041 1.843 -0.526 -1.067 0.01
C 0.054 0.027 0.092 2.995 0.109 0.340 0.26
C 1.862 0.232 0.059 -4.933 -1.091 -1.950 0.44
C -2.079 1.416 -0.123 -0.569 -3.130 0.242 -1.02
C -0.430 -1.370 0.324 1.640 -1.318 1.388 -1.36
N 2.477 -0.907 -0.341 2.157 -0.181 0.372 -0.37
O 2.267 1.341 0.007 1.324 1.288 0.862 -0.55
H 0.005 2.042 -0.092 0.331 0.267 -0.092 0.35
H -2.284 2.442 0.019 -0.591 0.871 0.360 0.32
H -2.660 0.990 -1.003 1.066 0.636 0.807 0.24
H -2.327 0.732 0.726 -1.221 1.003 -0.214 0.25
H 0.360 -2.108 0.784 -1.162 1.680 -0.632 0.29
H -1.246 -1.421 1.011 -0.641 0.329 0.882 0.35
H -0.820 -1.952 -0.469 -0.241 -0.149 -1.629 0.35
H 1.894 -1.727 -0.507 0.789 0.388 0.219 0.20
H 3.553 -0.906 -0.445 -2.790 -0.177 0.113 0.25
```
Forces are in eV/Å.

Summary:
* spin multiplicity: 1
* DFT total energy: -325.85182 Ha
* HOMO energy: -9.05 eV
* ΔE to the lowest compared entry with this formula, charge and spin: 53.8 kcal/mol
* gap between HOMO and LUMO: 0.3628 Eh
* charge: 0
* LUMO: 0.82 eV

(3)
DFT (ωB97M-V with the def2-TZVPD basis set) results for C5H9NO in the gas phase.

XYZ file:
```
16
Properties=species:S:1:pos:R:3:forces:R:3:mulliken_charge:R:1
C -0.910 0.003 -2.183 0.021 0.251 -0.346 -0.65
O -1.210 -0.002 -0.812 -0.298 0.574 -0.276 -0.38
C -0.468 0.854 0.077 -0.204 0.095 -0.572 -0.55
C 0.138 -0.186 1.016 -0.296 -0.365 -0.458 0.67
C 1.529 -0.757 0.700 0.062 -0.086 -0.158 -1.29
C 0.141 0.321 2.410 -0.248 0.064 0.629 0.06
N 0.251 0.827 3.449 -0.210 -0.733 -1.301 -0.46
H -0.716 -1.019 -2.542 -0.077 0.230 0.196 0.23
H -0.025 0.617 -2.374 -0.068 -0.048 -0.190 0.33
H -1.772 0.412 -2.713 0.166 0.006 -0.272 0.24
H -1.181 1.481 0.629 0.209 -0.055 -0.232 0.30
H 0.228 1.479 -0.485 0.072 -0.006 0.091 0.29
H -0.636 -0.906 0.515 1.114 -0.156 3.020 0.17
H 1.815 -1.458 1.493 -0.064 0.108 -0.182 0.36
H 1.476 -1.325 -0.231 0.103 0.103 -0.004 0.37
H 2.327 -0.010 0.619 -0.281 0.018 0.055 0.31
```
Forces are in eV/Å.

Summary:
* spin multiplicity: 1
* DFT total energy: -325.83858 Ha
* HOMO energy: -10.34 eV
* ΔE to the lowest compared entry with this formula, charge and spin: 62.1 kcal/mol
* gap between HOMO and LUMO: 0.4100 Eh
* charge: 0
* LUMO: 0.82 eV

(4)
DFT (ωB97M-V with the def2-TZVPD basis set) results for C5H9NO in the gas phase.

XYZ file:
```
16
Properties=species:S:1:pos:R:3:forces:R:3:mulliken_charge:R:1
C 1.425 -0.800 -0.124 0.045 -0.088 0.010 -1.63
C 0.205 0.111 -0.098 0.242 0.076 0.040 1.55
C 0.564 1.558 -0.426 0.016 0.147 -0.021 -1.56
N -0.976 -0.385 -0.871 0.070 -0.215 -0.199 -0.60
C -1.822 -0.506 0.341 -0.253 -0.019 0.185 -0.45
C -0.640 -0.028 1.177 0.085 -0.006 0.460 0.19
O -0.420 0.125 2.347 -0.132 -0.026 -0.577 -0.57
H 2.195 -0.430 0.560 -0.119 -0.019 -0.083 0.35
H 1.850 -0.828 -1.134 -0.070 0.045 0.115 0.41
H 1.176 -1.825 0.169 -0.010 0.119 0.004 0.40
H 1.363 1.614 -1.172 -0.110 -0.065 0.052 0.34
H 0.901 2.084 0.473 0.031 -0.091 -0.086 0.33
H -0.308 2.075 -0.829 0.049 -0.026 0.099 0.39
H -0.793 -1.294 -1.284 -0.006 0.118 0.008 0.31
H -2.672 0.184 0.339 0.065 -0.073 0.032 0.24
H -2.187 -1.510 0.592 0.097 0.122 -0.040 0.29
```
Forces are in eV/Å.

Summary:
* spin multiplicity: 1
* DFT total energy: -325.87913 Ha
* HOMO energy: -9.52 eV
* ΔE to the lowest compared entry with this formula, charge and spin: 36.7 kcal/mol
* gap between HOMO and LUMO: 0.3846 Eh
* charge: 0
* LUMO: 0.94 eV

(5)
DFT (ωB97M-V with the def2-TZVPD basis set) results for C5H9NO in the gas phase.

XYZ file:
```
16
Properties=species:S:1:pos:R:3:forces:R:3:mulliken_charge:R:1
O -1.976 -2.972 -0.690 0.285 -0.133 0.460 -0.51
C -1.226 -2.222 -1.258 0.261 -0.146 -0.790 -0.06
N -0.492 -1.211 -0.695 0.232 0.798 0.484 -0.08
C -0.251 0.164 -1.151 0.077 -0.259 -0.374 -0.57
C -0.198 1.055 0.087 0.611 -0.005 -0.159 -0.60
C 1.038 0.819 0.915 0.304 0.198 -0.786 -0.11
C 1.243 1.280 2.120 -0.233 -0.481 1.619 -0.79
H -0.997 -2.389 -2.332 -0.441 0.482 -0.085 0.33
H -0.008 -1.344 0.177 -0.709 -0.553 0.468 0.19
H -1.025 0.592 -1.784 -0.303 -0.613 -0.182 0.36
H 0.672 0.156 -1.734 0.184 0.530 0.057 0.32
H -0.215 2.117 -0.173 -0.051 -0.091 -0.300 0.38
H -1.100 0.861 0.668 0.022 0.012 0.099 0.32
H 1.934 0.374 0.487 -0.405 -0.390 -0.494 0.27
H 0.483 1.777 2.707 -0.088 0.164 -0.021 0.28
H 2.119 0.941 2.657 0.256 0.489 0.006 0.26
```
Forces are in eV/Å.

Summary:
* spin multiplicity: 1
* DFT total energy: -325.86241 Ha
* HOMO energy: -9.58 eV
* ΔE to the lowest compared entry with this formula, charge and spin: 47.2 kcal/mol
* gap between HOMO and LUMO: 0.3898 Eh
* charge: 0
* LUMO: 1.02 eV

(6)
DFT (ωB97M-V with the def2-TZVPD basis set) results for C5H9NO in the gas phase.

XYZ file:
```
16
Properties=species:S:1:pos:R:3:forces:R:3:mulliken_charge:R:1
C 0.331 0.532 -2.444 -0.062 0.053 -0.109 -0.94
C 0.966 -0.496 -1.518 0.258 0.115 -0.118 -0.67
N 0.716 -0.090 -0.121 -0.318 -0.127 0.126 0.07
C -0.331 -0.738 0.276 0.220 0.339 0.022 -0.40
C -1.110 -0.236 1.434 -0.089 -0.184 -0.123 0.02
C -0.486 -0.110 2.760 0.087 -0.174 0.264 -0.31
O -0.728 1.036 1.967 -0.005 0.176 0.004 -0.44
H 0.372 0.170 -3.477 0.031 0.047 0.130 0.30
H 0.800 1.532 -2.430 -0.045 -0.155 0.004 0.28
H -0.729 0.672 -2.191 0.147 -0.041 -0.070 0.26
H 2.043 -0.600 -1.704 -0.145 0.015 0.024 0.19
H 1.100 0.708 0.387 -0.051 -0.056 -0.092 0.24
H -0.219 -1.379 -0.855 -0.123 -0.052 0.099 0.52
H -2.183 -0.411 1.386 0.170 0.031 0.016 0.38
H -1.104 -0.202 3.651 0.081 -0.007 -0.134 0.27
H 0.562 -0.386 2.879 -0.156 0.019 -0.042 0.24
```
Forces are in eV/Å.

Summary:
* spin multiplicity: 1
* DFT total energy: -325.70664 Ha
* HOMO energy: -7.09 eV
* ΔE to the lowest compared entry with this formula, charge and spin: 144.9 kcal/mol
* gap between HOMO and LUMO: 0.2834 Eh
* charge: 0
* LUMO: 0.62 eV

(7)
DFT (ωB97M-V with the def2-TZVPD basis set) results for C5H9NO in the gas phase.

XYZ file:
```
16
Properties=species:S:1:pos:R:3:forces:R:3:mulliken_charge:R:1
C 1.021 -0.162 1.468 0.131 0.055 0.078 -0.93
C -1.214 0.153 0.179 -0.163 -0.354 -0.064 0.03
C -0.924 1.217 -0.804 0.064 0.407 -0.051 -0.41
N -0.775 -0.157 -1.218 -0.127 0.045 -0.296 -0.28
C 0.622 -0.542 -1.512 0.034 0.017 0.012 -0.79
C -0.391 -0.580 1.176 0.070 -0.162 0.197 0.37
O -0.876 -1.584 1.658 0.262 0.476 0.044 -0.56
H 1.695 -0.978 1.192 -0.038 0.130 0.109 0.26
H 1.092 -0.002 2.545 0.110 0.006 -0.007 0.38
H 1.304 0.749 0.940 0.011 -0.095 0.152 0.22
H -2.274 0.042 0.419 0.183 -0.531 -0.506 0.34
H -1.821 1.666 -1.219 0.165 0.308 0.121 0.25
H -0.049 1.860 -0.761 -0.009 -0.137 0.083 0.24
H 1.390 0.184 -1.191 -0.351 -0.138 0.044 0.30
H 0.900 -1.516 -1.099 -0.285 0.056 -0.051 0.27
H 0.696 -0.601 -2.602 -0.056 -0.083 0.134 0.30
```
Forces are in eV/Å.

Summary:
* spin multiplicity: 1
* DFT total energy: -325.84166 Ha
* HOMO energy: -9.22 eV
* ΔE to the lowest compared entry with this formula, charge and spin: 60.2 kcal/mol
* gap between HOMO and LUMO: 0.3713 Eh
* charge: 0
* LUMO: 0.89 eV